Here is the molecule C4H6INO2 in a non-equilibrium geometry from the OMol25 dataset. Energies are from ωB97M-V/def2-TZVPD.

Positions of all 14 atoms, in Å:
1 O -1.599 1.653 -1.564
2 H 1.104 2.207 1.719
3 O -0.409 2.314 0.134
4 H -1.134 -0.662 -2.097
5 C 0.283 1.617 1.273
6 I 2.752 0.141 -0.192
7 H 0.685 -0.635 1.209
8 C -0.754 1.455 -0.729
9 C 0.724 0.246 0.567
10 H 0.538 -1.271 -1.862
11 H -0.559 1.427 1.918
12 C -0.363 -0.997 -1.254
13 N -0.141 0.177 -0.495
14 H -0.896 -1.824 -0.690

Computed properties:
- Frontier orbital gap: 0.35823 hartree
- Energy: -658.937898 Eh
- HOMO energy: -9.41 eV
- F_max: 4.82 eV Å⁻¹
- E_LUMO: 0.34 eV
- Total charge: 0
- Structure (SMILES): CN1C(=O)OC[C@@H]1I
- ΔE to the lowest compared entry with this formula, charge and spin: 0.0 kJ/mol

Mulliken atomic charge list, values in e, 8 entries: O -0.6047; H 0.3194; O -0.3196; H 0.2780; C -0.3589; I 0.0326; H 0.4903; C 0.6062

Here is a cluster of 2 separate species, C4H6INOS in total in a non-equilibrium geometry from the OMol25 dataset. Energies are from ωB97M-V/def2-TZVPD.

Positions of all 14 atoms, in Å:
1 H 0.500 0.428 -2.062
2 H 1.139 -2.121 1.619
3 H -1.888 3.608 1.092
4 O 1.560 -0.389 -0.444
5 C 0.300 -1.476 1.548
6 H -1.259 0.941 -2.388
7 S 0.719 0.094 0.612
8 C -1.954 0.540 0.286
9 H -0.336 -1.132 2.322
10 H -0.459 -1.950 0.902
11 C -0.795 0.473 -0.399
12 I -0.644 3.479 2.071
13 C -0.490 0.606 -1.707
14 N -2.911 0.389 0.911

Computed properties:
- Frontier orbital gap: 0.33432 hartree
- Energy: -981.785550 Eh
- HOMO energy: -9.32 eV
- F_max: 4.12 eV Å⁻¹
- E_LUMO: -0.22 eV
- Total charge: 0
- ΔE to the lowest compared entry with this formula, charge and spin: 301.6 kJ/mol

Mulliken atomic charge list, values in e, 8 entries: H 0.3996; H 0.3714; H 0.1055; O -0.6479; C -0.9898; H 0.2716; S 0.5476; C 0.1545

Here is a cluster of 2 separate species, C4H6INS in total in a non-equilibrium geometry from the OMol25 dataset. Energies are from ωB97M-V/def2-TZVPD.

Positions of all 13 atoms, in Å:
1 I -3.983 0.200 -1.966
2 C 2.408 0.324 0.483
3 S 2.749 -0.509 1.755
4 H 1.565 1.379 -1.159
5 N -2.877 -0.001 -0.303
6 H -0.918 0.158 -1.103
7 C -0.878 -0.758 0.924
8 H -0.073 -0.119 1.289
9 C -1.629 -0.130 -0.241
10 H -0.554 -1.633 0.347
11 H -1.640 -1.014 1.609
12 C 2.393 1.018 -0.606
13 H 3.436 1.084 -1.030

Computed properties:
- Frontier orbital gap: 0.31062 hartree
- Energy: -906.532109 Eh
- HOMO energy: -8.93 eV
- F_max: 2.68 eV Å⁻¹
- E_LUMO: -0.48 eV
- Total charge: 0
- Structure (SMILES): C/C=N/I.C=C=S
- ΔE to the lowest compared entry with this formula, charge and spin: 237.6 kJ/mol

Mulliken atomic charge list, values in e, 8 entries: I 0.1085; C 0.2423; S -0.2716; H 0.3023; N -0.6085; H 0.1776; C -0.7035; H 0.0694

Which of these has the lowest frontier orbital gap? C4H6INS

Which of these has the lowest HOMO energy? C4H6INO2

The highest ΔE to the lowest compared entry with this formula, charge and spin belongs to which entry? C4H6INOS